1.
# C16H29N2Tb

A structure of composition C16H29N2Tb (wB97M-V/def2-TZVPD, the Open Molecules 2025 dataset).

```
48
Properties=species:S:1:pos:R:3:forces:R:3:lowdin_spin:R:1
C 1.203 2.186 -0.290 0.7 0.6 0.0 -0.0110
H 1.510 2.698 0.636 0.3 -0.1 -0.6 0.0000
H 1.955 2.232 -1.085 0.0 0.4 0.3 -0.0001
H 1.287 1.144 -0.027 0.2 -0.8 0.4 -0.0069
C -0.115 2.773 -0.739 -1.0 0.9 -0.2 -0.0111
H -0.795 2.139 -1.364 0.5 0.0 -0.1 -0.0060
H -0.726 3.072 0.124 0.1 -0.3 0.1 -0.0002
C 0.126 4.081 -1.530 -0.1 0.3 -0.5 -0.0017
H -0.797 4.595 -1.804 -0.1 -0.3 0.2 -0.0001
H 0.702 4.825 -0.973 0.0 -0.4 0.2 -0.0006
H 0.659 3.932 -2.471 0.1 -0.3 0.1 0.0000
C -0.805 -2.130 -1.193 0.9 0.0 -1.1 -0.0216
C -1.207 -1.130 -2.139 1.3 -0.6 -0.5 -0.0250
C -0.023 -0.444 -2.576 -0.4 -0.9 0.1 -0.0192
C 1.093 -0.996 -1.884 -0.6 -0.6 -0.7 -0.0232
C 0.620 -2.031 -1.028 -0.8 -0.5 -1.0 -0.0184
C 1.451 -2.991 -0.256 0.4 -0.1 0.5 0.0007
C 2.515 -0.731 -2.218 0.5 0.3 0.2 -0.0013
C 0.042 0.645 -3.584 0.1 0.6 -0.4 0.0001
C -2.603 -0.719 -2.404 -0.5 0.3 -0.2 -0.0053
C -1.705 -3.015 -0.421 -0.3 -0.3 0.6 -0.0027
Tb -0.505 -0.041 -0.182 -0.7 2.1 2.1 6.1769
H 3.171 -0.999 -1.392 0.1 -0.1 0.0 -0.0001
H 2.843 -1.303 -3.098 -0.2 0.1 0.2 -0.0008
H 2.694 0.322 -2.433 0.0 0.0 -0.1 -0.0003
H 2.430 -2.564 -0.041 0.1 -0.1 -0.1 0.0000
H 1.004 -3.231 0.712 0.0 -0.2 -0.1 0.0000
H 1.599 -3.931 -0.810 -0.1 0.3 0.1 0.0001
H -2.659 -2.540 -0.185 -0.2 0.0 -0.2 -0.0006
H -1.913 -3.953 -0.953 0.0 0.2 0.1 -0.0004
H -1.278 -3.279 0.550 0.1 -0.2 -0.1 -0.0001
H -2.668 0.298 -2.795 0.1 -0.1 -0.2 0.0000
H -3.089 -1.384 -3.127 -0.1 0.1 0.2 -0.0008
H -3.217 -0.719 -1.497 -0.2 -0.2 0.1 -0.0018
H 0.831 1.366 -3.344 0.0 -0.1 -0.1 -0.0001
H 0.263 0.259 -4.589 -0.1 0.0 0.3 -0.0001
H -0.890 1.215 -3.645 0.1 -0.1 -0.1 0.0000
C -1.277 0.775 5.515 -0.7 0.4 -0.2 0.0001
N -0.364 0.008 4.639 -0.6 0.4 -0.8 0.0003
C 0.810 -0.681 5.205 0.8 -0.6 -0.4 0.0000
C -0.525 0.012 3.343 1.2 -0.7 -0.6 0.0008
N -0.454 -0.101 2.163 -0.6 0.4 2.1 -0.0196
H -0.931 0.695 6.554 -0.1 0.0 -0.5 0.0000
H -2.303 0.390 5.423 0.4 0.0 0.2 0.0000
H -1.300 1.829 5.201 0.2 -0.3 0.3 0.0000
H 0.768 -1.757 4.972 -0.1 0.4 0.2 0.0000
H 1.734 -0.284 4.753 -0.4 0.0 0.3 0.0000
H 0.838 -0.535 6.292 -0.1 0.0 -0.5 0.0000
```
Positions in Å, forces in eV/Å.

Calculated values
- 2S+1 = 7
- HOMO-LUMO gap (alpha / beta) (eV) = 8.10 / 8.54
- total charge = +2

***

2.
# C16H29N3O20S5

A cluster of 8 separate species, C16H29N3O20S5 in total (wB97M-V/def2-TZVPD, the Open Molecules 2025 dataset).

```
73
Properties=species:S:1:pos:R:3:forces:R:3:mulliken_charge:R:1
O 4.118 -1.825 1.028 0.9 -1.1 -0.2 -0.5659
S 4.482 -0.467 1.140 -2.9 1.0 -1.5 1.0822
O 5.747 0.070 1.279 3.5 0.0 0.4 -0.6032
O 3.804 0.304 -0.066 -0.4 -0.1 -0.4 -0.1625
C 3.233 1.570 0.349 1.1 -0.4 0.4 0.2928
C 2.880 1.340 1.841 0.0 -0.7 -0.8 -0.1829
O 3.602 0.130 2.246 -1.2 1.1 1.6 -0.3473
H 3.977 2.360 0.168 -0.4 -0.2 0.1 0.2120
H 2.346 1.691 -0.251 -0.1 0.3 -0.1 -0.3301
H 1.840 1.017 1.837 -0.2 0.4 0.6 0.0730
H 3.134 2.168 2.494 -0.1 -0.2 0.0 0.4812
O -4.045 -1.136 0.007 0.2 -0.5 0.1 -0.5628
S -3.735 -2.545 0.057 -1.6 2.0 -0.5 1.0997
O -4.414 -3.315 -0.944 1.3 -0.3 0.5 -0.6343
O -2.158 -2.588 0.148 -0.6 -0.5 -1.4 -0.1793
C -1.639 -3.268 1.273 -0.1 -0.5 0.5 0.2087
C -2.796 -3.256 2.289 -0.6 -0.2 0.0 -0.3457
O -4.061 -3.147 1.458 1.6 -0.6 1.0 -0.3790
H -1.439 -4.328 0.997 0.3 0.8 0.2 0.2469
H -0.752 -2.663 1.577 -0.7 -0.9 -0.1 -0.1435
H -2.786 -2.406 2.981 0.0 -0.3 -0.3 0.2614
H -2.809 -4.222 2.815 -0.5 0.7 -0.2 0.3721
O 0.596 -3.865 5.686 -0.7 0.3 -1.9 -0.5976
S 0.349 -3.787 4.260 2.7 1.1 1.9 1.0668
O -0.752 -4.434 3.683 -1.3 -0.8 -0.4 -0.4935
O 0.341 -2.279 3.717 -0.2 -0.6 0.3 -0.3554
C 1.673 -1.874 3.375 0.0 -0.4 -1.0 0.0260
C 2.384 -3.136 2.763 -1.5 0.7 1.5 -0.2392
O 1.680 -4.212 3.531 0.8 0.1 -0.8 -0.3966
H 1.554 -1.008 2.753 -0.1 -0.1 -0.8 -0.2288
H 2.157 -1.498 4.237 0.7 -0.1 1.2 0.4706
H 3.435 -3.149 3.023 0.0 -0.3 0.1 0.4121
H 2.265 -3.269 1.691 -0.3 -0.1 0.1 0.3165
O 1.948 3.992 1.703 1.6 -1.0 0.1 -0.4715
S 0.887 4.793 1.265 -1.5 2.1 -0.7 0.9788
O 1.048 6.169 0.938 0.5 -0.8 -0.1 -0.5855
O 0.078 4.067 0.089 1.3 1.2 0.3 -0.1861
C -0.920 3.235 0.623 0.0 -1.2 -0.2 0.0339
C -1.182 3.700 2.085 -0.5 -0.2 -1.2 -0.3340
O -0.244 4.731 2.350 0.1 -0.3 0.3 -0.3528
H -1.675 3.232 -0.139 -1.2 0.6 0.3 0.4348
H -0.594 2.213 0.534 0.5 -0.6 0.7 -0.2736
H -1.154 2.870 2.772 0.4 -0.1 0.3 0.3020
H -2.107 4.207 2.167 -1.2 0.1 0.1 0.3341
O -2.158 1.835 -4.891 0.1 0.0 -0.2 -0.6802
S -2.839 1.564 -3.681 1.0 1.8 0.7 1.0899
O -2.048 1.548 -2.463 -1.4 -0.4 -0.9 -0.2908
O -4.032 2.582 -3.497 -0.4 0.2 0.3 -0.4170
C -5.055 1.924 -2.688 1.1 -1.5 -1.8 -0.3374
C -5.002 0.397 -3.141 0.7 1.5 0.1 0.0606
O -3.768 0.368 -3.895 -0.1 -2.1 -0.5 -0.3801
H -4.786 2.094 -1.706 0.3 0.0 2.2 0.2496
H -5.968 2.364 -2.948 -1.3 0.7 -0.3 0.3378
H -5.824 0.166 -3.804 0.1 -0.1 -0.3 0.2459
H -4.871 -0.376 -2.409 -0.4 0.1 0.9 0.0596
C 0.718 2.707 -3.033 -1.2 0.5 0.5 -0.3201
C 1.994 1.984 -2.987 1.1 0.0 -0.1 0.3798
N 3.011 1.420 -2.983 -1.6 0.8 0.0 -0.4525
H 0.661 3.804 -2.886 1.1 -0.5 0.0 0.3901
H -0.013 2.357 -2.302 0.5 -0.4 0.3 -0.2396
H 0.155 2.549 -3.938 0.3 -0.4 -0.8 0.3430
C 4.468 -1.652 -2.860 -1.5 0.6 -1.5 -0.9370
C 3.155 -1.903 -2.280 -0.7 -0.1 -0.2 0.4276
N 2.115 -2.086 -1.822 0.5 0.0 -0.2 -0.3994
H 5.086 -2.485 -2.736 1.0 -1.3 0.1 0.3880
H 4.852 -0.831 -2.349 0.9 1.4 1.0 0.2407
H 4.426 -1.316 -3.923 -0.3 -0.6 0.7 0.3029
C -0.855 -1.025 -1.898 -0.5 1.8 -0.4 -0.9031
C -0.624 -0.548 -0.522 -0.1 -0.7 -0.4 0.8375
N -0.389 -0.350 0.586 0.2 0.5 -0.1 -0.5843
H -0.498 -0.230 -2.586 0.1 -0.7 0.4 0.1801
H -1.931 -1.133 -2.155 0.7 -0.1 0.6 0.1527
H -0.279 -1.913 -2.030 0.2 -0.6 -0.1 0.5014
```
Positions in Å, forces in eV/Å.

Calculated values
- 2S+1 = 1
- HOMO-LUMO gap (eV) = 11.24